# C5H5NO

One molecule with the formula C5H5NO (the ωB97M-V functional and the def2-TZVPD basis, the OMol25 dataset).

XYZ file:
```
12
Properties=species:S:1:pos:R:3:mulliken_charge:R:1
O 1.539 -1.522 -1.366 -0.52
C 0.743 -0.799 -0.842 0.41
C -0.546 -1.043 -0.052 -0.68
C -0.578 0.485 0.265 0.30
C 0.644 0.720 -0.675 -0.68
C -0.307 0.797 1.667 -0.02
N -0.068 1.027 2.775 -0.41
H -1.374 -1.373 -0.688 0.26
H -0.458 -1.718 0.803 0.34
H -1.494 0.993 -0.047 0.41
H 1.517 1.206 -0.232 0.34
H 0.383 1.228 -1.609 0.26
```

Properties
Gap between HOMO and LUMO = 10.73 eV
LUMO level = 0.5 eV
Electronic energy = -8802.41456 eV
ΔE to the lowest compared entry with this formula, charge and spin = 23.16 kcal per mole

=====

# C6H10O

One molecule with the formula C6H10O (the ωB97M-V functional and the def2-TZVPD basis, the OMol25 dataset).

XYZ file:
```
17
Properties=species:S:1:pos:R:3:mulliken_charge:R:1
O 2.506 -0.432 2.027 -0.47
C 2.666 -0.447 0.830 -0.03
C 1.554 -0.367 -0.182 -0.53
C 0.236 0.124 0.410 -0.57
C -0.756 0.541 -0.651 -0.05
C -1.798 -0.413 -1.163 -0.62
C -2.197 0.748 -0.293 -0.61
H 3.687 -0.518 0.397 0.34
H 1.894 0.278 -1.004 0.34
H 1.449 -1.370 -0.624 0.25
H 0.445 0.971 1.075 0.33
H -0.193 -0.656 1.052 0.24
H -0.350 1.235 -1.388 0.38
H -2.059 -0.378 -2.217 0.26
H -1.834 -1.407 -0.724 0.24
H -2.723 1.579 -0.753 0.25
H -2.497 0.540 0.731 0.24
```

Properties
Gap between HOMO and LUMO = 10.83 eV
LUMO level = 1.0 eV
Electronic energy = -8430.51809 eV
ΔE to the lowest compared entry with this formula, charge and spin = 16.66 kcal per mole

=====

# C5H14NO

A 2-piece molecular cluster, C5H14NO overall (the ωB97M-V functional and the def2-TZVPD basis, the OMol25 dataset).

XYZ file:
```
21
Properties=species:S:1:pos:R:3:lowdin_spin:R:1
C -0.819 0.837 -1.178 0.03
C -0.729 1.314 0.295 0.03
C 0.276 0.615 1.177 0.29
C -0.109 -0.357 2.095 0.49
C 1.691 0.993 1.041 0.06
N -1.306 -0.573 -1.355 0.00
H -1.501 1.505 -1.694 0.00
H 0.156 0.872 -1.648 0.00
H -1.731 1.286 0.741 0.00
H -0.420 2.359 0.189 0.00
H -0.920 -1.050 1.922 0.03
H 0.395 -0.446 3.057 0.02
H 2.343 0.633 1.843 0.00
H 2.014 0.529 0.100 0.02
H 1.778 2.080 0.912 0.02
H -0.569 -1.242 -1.034 0.00
H -2.181 -0.770 -0.861 0.00
H -1.484 -0.795 -2.338 0.00
H 1.171 -2.317 -1.813 0.00
H 1.080 -3.180 -0.563 0.00
O 0.866 -2.292 -0.889 0.00
```

Properties
Gap between HOMO and LUMO (alpha / beta) = 10.73 / 8.40 eV
LUMO level (alpha / beta) = -8.9 / -11.8 eV
Electronic energy = -8930.39666 eV
ΔE to the lowest compared entry with this formula, charge and spin = 0.92 kcal per mole
Multiplicity = 2
Total charge = +2
Expectation value of S² = 0.75

=====

# CH3Br3P

An isolated ion of composition CH3Br3P and charge +1 (the ωB97M-V functional and the def2-TZVPD basis, the OMol25 dataset).

XYZ file:
```
8
Properties=species:S:1:pos:R:3:mulliken_charge:R:1
C 1.660 -0.327 0.174 -0.56
P -1.993 0.366 0.525 0.45
Br -1.673 2.183 -0.536 0.12
Br 0.005 -1.129 -0.714 0.07
Br -3.652 -0.589 -0.445 0.07
H 1.706 -0.950 1.071 0.30
H 1.372 0.741 0.414 0.24
H 2.574 -0.294 -0.490 0.32
```

Properties
Gap between HOMO and LUMO = 8.19 eV
LUMO level = -6.7 eV
Electronic energy = -220494.45971 eV
ΔE to the lowest compared entry with this formula, charge and spin = 32.89 kcal per mole
Total charge = +1

=====

# C4H10O

One molecule with the formula C4H10O (the ωB97M-V functional and the def2-TZVPD basis, the OMol25 dataset).

XYZ file:
```
15
Properties=species:S:1:pos:R:3:mulliken_charge:R:1
C 1.909 -0.424 -0.659 -0.70
O 0.871 -0.630 0.261 -0.37
C -0.213 0.278 0.133 0.58
C -1.279 -0.263 -0.817 -1.27
C -0.752 0.498 1.537 -1.37
H 2.677 -1.176 -0.456 0.25
H 2.355 0.576 -0.540 0.29
H 1.577 -0.535 -1.703 0.27
H 0.163 1.236 -0.264 0.30
H -1.662 -1.222 -0.452 0.31
H -0.884 -0.413 -1.828 0.31
H -2.117 0.440 -0.885 0.36
H -1.641 1.137 1.527 0.38
H 0.012 0.966 2.166 0.31
H -1.016 -0.468 1.980 0.33
```

Properties
Gap between HOMO and LUMO = 10.85 eV
LUMO level = 1.2 eV
Electronic energy = -6357.23775 eV
ΔE to the lowest compared entry with this formula, charge and spin = 13.03 kcal per mole

=====

# C36H37ClN7O3ReS2

C36H37ClN7O3ReS2 as an isolated structure (the ωB97M-V functional and the def2-TZVPD basis, the OMol25 dataset).

XYZ file:
```
87
Properties=species:S:1:pos:R:3:lowdin_spin:R:1
Re -1.285 0.891 1.491 0.79
S -1.488 0.684 3.805 -0.01
C -2.320 -0.822 3.832 0.00
N -2.761 -1.269 5.034 -0.03
N -3.284 -2.402 5.243 -0.08
C -3.348 -3.645 4.525 0.00
C -2.312 -4.129 3.736 -0.01
C -2.441 -5.380 3.166 0.00
C -3.589 -6.141 3.379 -0.01
C -4.600 -5.660 4.194 0.00
C -4.475 -4.412 4.783 -0.01
N -2.611 -1.468 2.719 0.09
N -2.232 -0.873 1.621 0.06
C -2.705 -1.560 0.427 0.01
C -3.731 -2.496 0.513 0.00
C -4.194 -3.110 -0.640 0.00
C -3.650 -2.793 -1.877 0.01
C -2.624 -1.865 -1.953 0.00
C -2.144 -1.255 -0.804 0.01
H -3.681 -2.447 6.175 0.00
H -1.412 -3.554 3.579 0.00
H -1.639 -5.767 2.552 0.00
H -3.683 -7.115 2.917 0.00
H -5.485 -6.254 4.380 0.00
H -5.258 -4.029 5.428 0.00
H -4.169 -2.734 1.471 0.00
H -4.995 -3.833 -0.568 0.00
H -4.025 -3.265 -2.775 0.00
H -2.188 -1.605 -2.909 0.00
H -1.324 -0.556 -0.886 0.00
O -0.881 1.566 -2.490 0.01
C -1.308 1.956 -1.430 0.01
O -0.729 1.559 -0.293 0.08
C -2.432 2.924 -1.316 0.01
C -2.791 3.585 -2.490 0.00
C -3.782 4.547 -2.497 0.01
C -4.431 4.868 -1.313 0.00
C -4.092 4.217 -0.139 0.01
C -3.099 3.238 -0.129 0.01
S -2.889 2.482 1.464 0.06
H -2.262 3.322 -3.396 0.00
H -4.045 5.048 -3.419 0.00
H -5.203 5.626 -1.300 0.00
H -4.602 4.461 0.784 0.00
C 4.647 4.118 -1.868 0.00
C 4.079 3.232 -0.745 0.00
C 2.652 3.717 -0.449 0.00
C 4.967 3.454 0.485 0.00
C 4.107 1.734 -1.201 0.00
O 5.413 1.405 -1.683 0.00
C 3.047 1.461 -2.298 0.00
C 3.298 0.241 -3.212 0.00
C 2.761 -1.091 -2.745 0.00
C 1.396 -1.370 -2.794 0.00
C 0.900 -2.584 -2.341 0.00
C 1.772 -3.531 -1.829 0.00
Cl 1.140 -5.037 -1.231 0.00
C 3.135 -3.295 -1.798 0.00
C 3.617 -2.080 -2.268 0.00
C 4.034 0.708 -0.043 0.00
N 2.831 0.750 0.793 0.00
C 1.615 0.334 0.520 0.00
N 0.819 0.602 1.559 0.00
C 1.656 1.190 2.472 0.00
N 2.879 1.294 2.045 0.00
H 4.477 5.165 -1.616 0.00
H 4.179 3.946 -2.839 0.00
H 5.728 3.996 -1.972 0.00
H 2.695 4.755 -0.112 0.00
H 2.163 3.148 0.342 0.00
H 2.015 3.689 -1.335 0.00
H 5.117 4.525 0.634 0.00
H 5.950 3.000 0.343 0.00
H 4.523 3.057 1.396 0.00
H 5.644 2.007 -2.399 0.00
H 3.009 2.337 -2.944 0.00
H 2.049 1.406 -1.853 0.00
H 4.371 0.148 -3.380 0.00
H 2.845 0.460 -4.181 0.00
H 0.705 -0.625 -3.181 0.00
H -0.157 -2.807 -2.385 0.00
H 3.809 -4.052 -1.419 0.00
H 4.686 -1.895 -2.253 0.00
H 4.870 0.840 0.635 0.00
H 4.104 -0.282 -0.482 0.00
H 1.319 -0.126 -0.407 0.00
H 1.335 1.523 3.445 0.00
```

Properties
Gap between HOMO and LUMO (alpha / beta) = 5.47 / 5.83 eV
LUMO level (alpha / beta) = -5.0 / -5.1 eV
Electronic energy = -90823.14325 eV
ΔE to the lowest compared entry with this formula, charge and spin = 0.00 kcal per mole
Multiplicity = 2
Total charge = +1
Expectation value of S² = 0.83

=====

# C4H13N2O2

A 3-piece molecular cluster, C4H13N2O2 overall (the ωB97M-V functional and the def2-TZVPD basis, the OMol25 dataset).

XYZ file:
```
21
Properties=species:S:1:pos:R:3:mulliken_charge:R:1
O -0.092 -0.629 0.774 -0.43
C -0.971 0.200 0.552 0.00
C -1.464 0.484 -0.751 0.06
C -0.660 0.287 -1.955 -0.43
C 0.550 1.245 -2.163 -0.34
N 0.274 2.589 -1.834 -0.39
N 0.219 -4.097 3.368 -0.59
H -1.474 0.822 1.324 0.37
H -2.496 0.880 -0.725 0.38
H -1.365 0.416 -2.815 0.33
H -0.389 -0.782 -1.944 0.36
H 0.775 1.076 -3.213 0.34
H 1.484 0.872 -1.705 0.28
H 0.873 3.291 -2.254 0.23
H -0.160 2.838 -0.962 0.17
H -0.703 -3.817 3.646 0.20
H 0.222 -4.654 2.533 0.21
H 0.897 -4.340 4.063 0.20
H 1.007 0.473 1.143 0.35
H 2.214 1.462 1.507 0.31
O 1.260 1.385 1.411 -0.62
```

Properties
Gap between HOMO and LUMO = 3.05 eV
LUMO level = -8.6 eV
Electronic energy = -11422.56238 eV
ΔE to the lowest compared entry with this formula, charge and spin = 159.39 kcal per mole
Total charge = +1

=====

# C14H22N4O3

One molecule with the formula C14H22N4O3 (the ωB97M-V functional and the def2-TZVPD basis, the OMol25 dataset).

XYZ file:
```
43
Properties=species:S:1:pos:R:3:mulliken_charge:R:1
O 0.282 2.134 -0.741 -0.67
C 1.076 1.574 -0.011 0.31
N 0.713 0.645 0.894 -0.06
H 1.398 0.276 1.535 0.32
C -0.655 0.170 1.044 0.55
C -1.417 1.004 2.082 -0.98
H -0.989 2.009 2.102 0.34
C -2.915 1.134 1.791 -0.75
C -3.592 -0.131 1.254 -0.62
C -3.127 -1.439 1.899 -0.91
C -1.919 -2.053 1.193 -0.59
H -2.117 -2.097 0.120 0.22
C -0.606 -1.310 1.427 -1.11
H 0.174 -1.802 0.841 0.41
H -0.322 -1.391 2.480 0.42
H -1.787 -3.080 1.542 0.38
H -3.943 -2.162 1.841 0.40
H -2.906 -1.281 2.956 0.38
H -3.432 -0.205 0.177 0.32
H -4.667 -0.017 1.407 0.39
H -3.408 1.442 2.716 0.37
H -3.065 1.932 1.061 0.33
H -1.264 0.566 3.071 0.37
H -1.122 0.301 0.064 0.29
C 2.582 1.812 -0.062 -0.95
H 2.850 2.504 0.739 0.45
H 3.094 0.866 0.129 0.46
C 3.055 2.388 -1.400 -0.69
H 2.803 3.447 -1.456 0.41
H 4.139 2.286 -1.448 0.39
C 2.416 1.700 -2.619 -0.82
N 2.200 0.296 -2.397 0.92
C 1.022 -0.325 -2.345 -0.06
C 1.294 -1.651 -2.023 -0.05
C 2.700 -1.711 -1.906 -0.59
N 3.217 -0.527 -2.132 -1.20
H 3.309 -2.559 -1.671 0.53
N 0.362 -2.686 -1.831 1.12
O -0.816 -2.416 -1.973 -0.62
O 0.791 -3.781 -1.521 -0.64
H 0.087 0.168 -2.516 0.47
H 1.441 2.145 -2.820 0.40
H 3.065 1.827 -3.490 0.36
```

Properties
Gap between HOMO and LUMO = 9.64 eV
LUMO level = -0.1 eV
Electronic energy = -26975.88700 eV
ΔE to the lowest compared entry with this formula, charge and spin = 76.16 kcal per mole